{
  "formula": "C2H3NOS",
  "method": "ωB97M-V/def2-TZVPD",
  "lumo_ev": 0.359,
  "multiplicity": 1,
  "orbital_gap_ha": 0.3638,
  "total_charge": 0,
  "largest_force_ev_per_a": 6.190,
  "e_above_lowest_ev": 2.1365,
  "total_energy_ev": -16493.062,
  "elements": ["S", "O", "N", "C", "C", "H", "H", "H"],
  "xyz": [[-0.62812, -0.79986, -0.22510], [-2.99492, -0.23889, 0.15800], [0.59349, 0.31114, -0.21157], [-1.86969, 0.25093, -0.22113], [1.72098, -0.20617, 0.07045], [2.58633, 0.50891, 0.24667], [2.08942, -1.17839, 0.39110], [-1.49748, 1.35235, -0.20841]]
}